# 1
Formula: C2H3N5O2
Source: the Open Molecules 2025 dataset
Level of theory: ωB97M-V/def2-TZVPD

Last column: Löwdin charge in e.
Element x y z (Å)
N  0.913  0.383  -1.945  -0.01
N  0.951  1.155  -0.845  -0.06
N  -0.189  1.604  -0.548  0.01
N  -0.986  1.114  -1.487  -0.05
N  -0.319  0.421  -2.357  0.01
H  -1.963  1.114  -1.307  0.14
O  -1.273  -0.849  0.273  0.12
C  -0.493  -1.054  1.138  -0.51
C  0.823  -0.772  1.670  0.04
O  -0.045  -1.908  1.972  0.16
H  1.564  -1.075  1.056  0.08
H  1.015  -0.135  2.382  0.07

The charge is 0. The relative energy (zero: lowest compared OMol25 entry of this formula, charge and spin) comes out at 282.7 kJ/mol. For the LUMO energy, the calculation gives 0.02753 Ha. Its spin multiplicity is 1. As for the total energy: -13663.560 eV.

# 2
Formula: C2H3NO
Source: the Open Molecules 2025 dataset
Level of theory: ωB97M-V/def2-TZVPD

Last column: Löwdin charge in e.
Element x y z (Å)
C  0.045  -0.138  -0.953  0.19
C  -0.981  -0.061  -0.001  -0.22
N  2.983  0.187  0.171  0.05
O  1.771  0.171  0.209  -0.27
H  -1.193  -1.063  0.196  0.07
H  -1.901  0.331  -0.447  0.10
H  -0.724  0.573  0.826  0.08

The charge is 0. The relative energy (zero: lowest compared OMol25 entry of this formula, charge and spin) comes out at 852.2 kJ/mol. For the LUMO energy (spin up / spin down), the calculation gives -0.03460 / -0.03374 Ha. Its spin multiplicity is 1. As for the total energy: -5651.072 eV.

# 3
Formula: C2H3NO
Source: the Open Molecules 2025 dataset
Level of theory: ωB97M-V/def2-TZVPD

Last column: Löwdin charge in e.
Element x y z (Å)
C  0.875  -0.962  1.514  -0.09
N  1.834  -1.511  1.214  0.08
H  0.020  -0.392  1.620  0.03
C  -0.634  0.748  -1.120  -0.11
O  -1.057  0.320  -2.178  0.00
H  -0.962  1.661  -0.707  0.06
H  -0.076  0.136  -0.344  0.04

The charge is 0. The relative energy (zero: lowest compared OMol25 entry of this formula, charge and spin) comes out at 180.4 kJ/mol. For the LUMO energy, the calculation gives 0.01035 Ha. Its spin multiplicity is 1. As for the total energy: -5658.035 eV.

# 4
Formula: C2H3NO2
Source: the Open Molecules 2025 dataset
Level of theory: ωB97M-V/def2-TZVPD

Last column: Löwdin charge in e.
Element x y z (Å)
O  0.375  -1.740  1.074  0.07
C  -0.163  -0.900  0.401  -0.29
N  0.092  0.471  0.598  0.08
C  -0.112  1.305  -0.494  -0.32
O  -0.164  0.838  -1.604  0.05
H  -0.924  -1.100  -0.345  0.14
H  0.334  0.885  1.478  0.14
H  -0.196  2.330  -0.113  0.13

The charge is 0. The relative energy (zero: lowest compared OMol25 entry of this formula, charge and spin) comes out at 32.9 kJ/mol. For the LUMO energy, the calculation gives 0.02488 Ha. Its spin multiplicity is 1. As for the total energy: -7707.502 eV.

# 5
Formula: C2H3NO2
Source: the Open Molecules 2025 dataset
Level of theory: ωB97M-V/def2-TZVPD

Last column: Löwdin charge in e.
Element x y z (Å)
N  1.906  -0.335  -0.692  0.14
C  0.696  -0.126  -0.436  -0.26
O  0.376  0.195  0.876  0.01
C  -0.900  0.344  1.222  -0.25
O  -1.825  0.151  0.345  0.00
H  2.013  -0.549  -1.682  0.06
H  -0.160  -0.153  -1.110  0.13
H  -2.107  0.473  1.477  0.17

The charge is 0. The relative energy (zero: lowest compared OMol25 entry of this formula, charge and spin) comes out at 405.5 kJ/mol. For the LUMO energy, the calculation gives 0.02895 Ha. Its spin multiplicity is 1. As for the total energy: -7703.641 eV.

# 6
Formula: C2H3NO2
Source: the Open Molecules 2025 dataset
Level of theory: ωB97M-V/def2-TZVPD

Last column: Löwdin charge in e.
Element x y z (Å)
C  1.247  0.377  -0.062  0.09
C  0.144  -0.414  -0.097  -0.07
N  -1.278  -0.019  -0.050  -0.38
O  -1.479  1.190  -0.014  0.06
O  -2.210  -0.876  -0.078  0.03
H  2.107  -0.189  0.158  0.05
H  1.418  1.439  -0.120  0.08
H  0.052  -1.508  0.263  0.15

The charge is 0. The relative energy (zero: lowest compared OMol25 entry of this formula, charge and spin) comes out at 434.3 kJ/mol. For the LUMO energy, the calculation gives -0.03419 Ha. Its spin multiplicity is 1. As for the total energy: -7703.342 eV.

# 7
Formula: C2H3NO2
Source: the Open Molecules 2025 dataset
Level of theory: ωB97M-V/def2-TZVPD

Last column: Löwdin charge in e.
Element x y z (Å)
C  0.913  1.368  -0.612  0.05
N  0.367  0.140  -0.365  -0.07
O  -0.797  0.058  0.450  -0.08
C  -0.780  -1.311  0.808  -0.23
O  -1.831  -1.709  1.422  0.00
H  0.250  2.082  -0.447  0.01
H  1.787  1.228  -1.445  0.14
H  0.091  -1.857  0.190  0.17

The charge is 0. The relative energy (zero: lowest compared OMol25 entry of this formula, charge and spin) comes out at 410.3 kJ/mol. For the LUMO energy, the calculation gives 0.00673 Ha. Its spin multiplicity is 1. As for the total energy: -7703.591 eV.

# 8
Formula: C2H3NO2
Source: the Open Molecules 2025 dataset
Level of theory: ωB97M-V/def2-TZVPD

Last column: Löwdin charge in e.
Element x y z (Å)
O  1.085  0.458  -2.000  0.07
C  0.348  0.419  -1.052  -0.26
N  0.441  -0.490  0.068  0.09
C  -0.579  -0.257  0.965  -0.31
O  -1.411  0.610  0.779  0.00
H  -0.566  1.001  -0.743  0.13
H  1.132  -1.211  0.274  0.15
H  -0.625  -0.880  1.866  0.13

The charge is 0. The relative energy (zero: lowest compared OMol25 entry of this formula, charge and spin) comes out at 52.2 kJ/mol. For the LUMO energy, the calculation gives 0.02643 Ha. Its spin multiplicity is 1. As for the total energy: -7707.302 eV.

# 9
Formula: C2H3NO2
Source: the Open Molecules 2025 dataset
Level of theory: ωB97M-V/def2-TZVPD

Last column: Löwdin charge in e.
Element x y z (Å)
C  0.719  -0.481  0.385  -0.50
C  0.470  0.610  -0.396  -0.01
N  -1.485  -0.458  -0.354  0.12
O  1.280  -1.465  -0.089  0.00
O  -2.158  0.073  0.387  0.06
H  0.633  -0.387  1.465  0.12
H  -0.048  1.454  0.158  0.09
H  0.588  0.655  -1.556  0.13

The charge is 0. The relative energy (zero: lowest compared OMol25 entry of this formula, charge and spin) comes out at 491.1 kJ/mol. For the LUMO energy (spin up / spin down), the calculation gives -0.02752 / -0.04404 Ha. Its spin multiplicity is 1. As for the total energy: -7702.753 eV.

# 10
Formula: C2H3NO2
Source: the Open Molecules 2025 dataset
Level of theory: ωB97M-V/def2-TZVPD

Last column: Löwdin charge in e.
Element x y z (Å)
C  -0.667  -1.387  0.582  -0.51
C  0.038  -0.263  -0.146  0.00
N  -0.187  -2.160  1.392  0.29
O  -1.968  -1.500  0.043  -0.11
O  -2.432  -2.615  -0.269  0.04
H  0.186  -0.507  -1.230  0.11
H  -0.876  0.547  -0.149  0.15
H  0.857  0.092  0.339  0.03

The charge is 0. The relative energy (zero: lowest compared OMol25 entry of this formula, charge and spin) comes out at 662.1 kJ/mol. For the LUMO energy (spin up / spin down), the calculation gives -0.03907 / -0.05488 Ha. Its spin multiplicity is 1. As for the total energy: -7700.981 eV.

# 11
Formula: C2H3NO2
Source: the Open Molecules 2025 dataset
Level of theory: ωB97M-V/def2-TZVPD

Last column: Löwdin charge in e.
Element x y z (Å)
C  -0.276  -0.666  -0.468  -0.05
C  -0.806  -0.498  0.737  -0.13
N  0.039  0.819  -0.467  -0.11
O  -0.398  0.790  0.942  -0.03
O  1.356  1.274  -0.577  -0.02
H  -0.684  -1.245  -1.302  0.10
H  -1.252  -1.019  1.575  0.12
H  2.021  0.544  -0.440  0.12

The charge is 0. The relative energy (zero: lowest compared OMol25 entry of this formula, charge and spin) comes out at 535.1 kJ/mol. For the LUMO energy, the calculation gives 0.02899 Ha. Its spin multiplicity is 1. As for the total energy: -7702.297 eV.

# 12
Formula: C2H3NO2
Source: the Open Molecules 2025 dataset
Level of theory: ωB97M-V/def2-TZVPD

Last column: Löwdin charge in e.
Element x y z (Å)
C  -2.597  -0.429  0.451  -0.03
C  0.844  -0.351  0.272  -0.44
N  -0.120  0.206  -0.261  0.07
O  -3.068  0.424  -0.149  -0.02
O  2.139  -0.158  0.164  0.02
H  0.558  -1.250  0.993  0.16
H  -0.044  0.917  -0.957  0.05
H  2.287  0.642  -0.513  0.18

The charge is 0. The relative energy (zero: lowest compared OMol25 entry of this formula, charge and spin) comes out at 139.9 kJ/mol. For the LUMO energy, the calculation gives 0.02187 Ha. Its spin multiplicity is 1. As for the total energy: -7706.393 eV.